Record 1
Computed, not measured: C3H9BO2 as an isolated structure in a non-equilibrium geometry, with wB97M-V/def2-TZVPD.

Geometry as XYZ:
```
15
Properties=species:S:1:pos:R:3:forces:R:3
B 0.9318 0.7126 -0.0704 -0.322 -1.278 -1.707
C 2.5500 0.2236 -0.3617 -1.459 0.636 -0.978
C -1.5598 -0.7210 -0.6141 -0.553 1.320 0.010
C -0.9890 0.6437 -0.6763 3.220 0.500 1.400
O -1.6681 1.4312 0.2633 0.183 -0.374 3.399
O 0.8936 1.2410 1.1274 2.777 -0.153 0.880
H 3.0660 1.0782 -0.9959 -0.731 -1.875 1.487
H 2.5490 -0.7280 -0.9334 0.238 0.685 0.000
H 3.0214 -0.0198 0.6415 -0.426 0.831 -1.259
H -1.5207 -0.9855 0.4046 -0.006 -0.720 1.429
H -2.5930 -0.7155 -0.9062 -0.524 -0.190 -0.358
H -0.9764 -1.3864 -1.1341 1.082 -1.831 -1.471
H -1.1947 1.2411 -1.5147 0.302 0.070 -1.898
H -1.5565 0.9574 1.1571 -0.837 1.010 -1.827
H 0.0744 1.5047 1.4237 -2.944 1.370 0.896
```
Forces are in eV/Å.

Its total energy is -294.997083 hartree. The charge is 0. The calculation puts the frontier orbital gap at 0.351 Ha. The HOMO energy is -9.0 eV. The energy above the lowest of the compared OMol25 structures with the same formula, charge and spin comes out at 275.8 kJ/mol.



Record 2
Computed, not measured: C3H9BO4 as an isolated structure in a non-equilibrium geometry, with wB97M-V/def2-TZVPD.

Geometry as XYZ:
```
17
Properties=species:S:1:pos:R:3:forces:R:3
B 0.6294 -0.2218 2.1389 -2.535 2.422 -1.498
C -0.3702 0.2613 -2.2137 1.147 2.693 -1.235
C 0.4828 -0.6049 0.1603 -0.569 1.341 -0.401
C -0.3432 0.2912 -0.7529 2.279 -1.374 1.802
O 1.1686 -1.3924 2.5026 0.215 -1.640 1.805
O -0.7197 -0.0246 2.5910 -0.753 -1.795 1.302
O 1.3497 1.0083 1.9951 2.795 -3.217 0.983
O -1.0825 -0.7349 0.0198 -1.180 -3.003 -2.781
H 0.0239 -0.5541 -2.7388 0.476 -1.938 -0.099
H -1.3616 0.4382 -2.5823 -0.520 0.449 -0.414
H 0.3725 1.0801 -2.6267 -1.733 -1.069 1.036
H 0.8613 -1.4429 -0.4239 0.212 -0.238 -0.064
H -0.5391 1.2102 -0.2727 -0.535 1.015 0.203
H 2.0150 -1.3008 2.1367 2.386 -0.643 -0.518
H -1.0724 -0.8188 3.1400 1.153 2.117 -1.662
H 0.7842 1.7008 1.8891 -2.362 2.923 -0.210
H -1.1382 -1.5395 -0.6334 -0.474 1.957 1.751
```
Forces are in eV/Å.

Its total energy is -445.480019 hartree. The charge is 0. The calculation puts the frontier orbital gap at 0.314 Ha. The HOMO energy is -8.4 eV. The energy above the lowest of the compared OMol25 structures with the same formula, charge and spin comes out at 257.7 kJ/mol.



Record 3
Computed, not measured: a 2-piece molecular cluster, C3H9BS3 overall in a non-equilibrium geometry, with wB97M-V/def2-TZVPD.

Geometry as XYZ:
```
16
Properties=species:S:1:pos:R:3:forces:R:3
B 2.7123 0.1861 0.0843 -1.906 -1.663 0.287
C -2.5594 0.3065 0.0387 1.501 0.669 2.816
C -1.0006 0.0292 0.2017 -1.961 0.922 -1.629
C -0.8206 -1.4390 -0.0548 2.365 0.809 -0.659
S 3.7045 -0.3806 -1.1801 0.634 -0.255 -0.955
S 2.3107 1.3780 1.2497 -0.603 1.694 0.489
S 0.6777 -1.8196 0.7732 3.806 -0.373 0.310
H -3.1157 -0.1882 -0.7158 0.142 -0.657 -1.031
H -3.1225 0.1498 0.9855 0.505 -0.065 -0.423
H -2.5295 1.3424 -0.1158 -0.946 1.710 -0.474
H -0.4380 0.5029 1.0871 -1.505 -1.069 -0.965
H -0.5328 0.5276 -0.7037 -0.305 -0.347 0.983
H -1.4483 -2.1898 0.3830 -1.141 0.082 0.032
H -0.6718 -1.5504 -1.1464 -0.613 -0.471 0.545
H 4.6062 0.6446 -1.3290 -0.469 -0.246 0.310
H 2.2277 2.5004 0.4423 0.496 -0.743 0.365
```
Forces are in eV/Å.

Its total energy is -1339.018160 hartree. The charge is 0. The calculation puts the frontier orbital gap (spin up / spin down) at 0.242 / 0.242 Ha. The HOMO energy (spin up / spin down) is -7.5 / -7.4 eV. The energy above the lowest of the compared OMol25 structures with the same formula, charge and spin comes out at 376.2 kJ/mol.



Record 4
Computed, not measured: a 2-piece molecular cluster, C3H9BrN overall in a non-equilibrium geometry, with wB97M-V/def2-TZVPD.

Geometry as XYZ:
```
14
Properties=species:S:1:pos:R:3:forces:R:3
C -0.7230 1.4304 -0.1452 1.068 -0.344 -1.683
C -1.0044 -0.6529 1.1074 -2.088 -0.783 1.424
C 1.9193 -0.8116 -1.1129 1.048 2.330 1.995
N -0.8274 -0.0481 -0.1567 1.446 0.474 -0.213
Br 2.6996 -0.2627 0.4781 -0.911 -0.415 -1.352
H -0.4458 1.7151 0.8852 -0.383 0.147 -0.622
H 0.1352 1.7909 -0.8447 -1.630 -0.495 1.048
H -1.7098 1.8450 -0.4948 1.082 -0.066 0.499
H -1.8640 -1.3973 1.0245 1.146 0.530 0.201
H -0.1220 -1.2120 1.5257 -0.465 0.696 -0.178
H -1.4115 0.1401 1.8144 0.917 -1.166 -0.606
H 1.7498 -0.0355 -1.8662 -0.294 -0.395 0.304
H 2.1672 -1.8174 -1.3110 -0.485 -1.181 -0.466
H -0.5632 -0.6840 -0.9036 -0.451 0.669 -0.350
```
Forces are in eV/Å.

Its total energy is -2748.054466 hartree. The charge is +1. The calculation puts the frontier orbital gap (spin up / spin down) at 0.202 / 0.202 Ha. The HOMO energy (spin up / spin down) is -13.2 / -13.2 eV. The energy above the lowest of the compared OMol25 structures with the same formula, charge and spin comes out at 447.7 kJ/mol.



Record 5
Computed, not measured: C3H9BrN3 as an isolated structure in a non-equilibrium geometry, with wB97M-V/def2-TZVPD.

Geometry as XYZ:
```
16
Properties=species:S:1:pos:R:3:forces:R:3
C -0.1313 1.8518 -0.4572 -0.482 4.399 0.911
C 0.3994 -1.7853 -0.5518 1.563 -0.718 -0.845
C 0.6741 -0.3454 -0.3809 2.315 -1.715 -0.386
N -0.9718 2.6937 0.0175 0.573 -2.853 -0.318
N -0.2874 0.4656 -0.2798 -2.925 0.279 1.370
N -1.5197 0.0069 0.1491 -4.062 1.290 -1.355
Br 2.4190 0.2732 -0.3161 0.209 -0.165 -0.328
H 0.7980 2.1561 -0.9541 -0.403 -0.489 -0.001
H 0.2271 -1.8421 -1.6596 -0.144 -0.229 0.711
H -0.5155 -1.9858 -0.0251 0.133 -0.994 -0.084
H 1.2881 -2.4760 -0.3472 -1.473 1.149 0.065
H 0.9998 -0.9204 2.0154 1.428 -1.768 1.225
H -0.7570 3.6744 -0.0770 0.378 0.145 -0.503
H -2.4384 0.5333 -0.3169 3.602 -1.899 1.858
H 1.4806 -1.5075 2.3528 -1.476 1.730 -0.972
H -1.6650 -0.7926 0.8308 0.764 1.837 -1.349
```
Forces are in eV/Å.

Its total energy is -2857.591462 hartree. The charge is +1. The calculation puts the frontier orbital gap (spin up / spin down) at 0.334 / 0.334 Ha. The HOMO energy (spin up / spin down) is -14.2 / -14.2 eV. The energy above the lowest of the compared OMol25 structures with the same formula, charge and spin comes out at 318.4 kJ/mol.



Record 6
Computed, not measured: a 2-piece molecular cluster, C3H9BrOSi overall in a non-equilibrium geometry, with wB97M-V/def2-TZVPD.

Geometry as XYZ:
```
15
Properties=species:S:1:pos:R:3:forces:R:3
C -2.0143 0.3383 0.3050 1.865 0.367 3.437
C 1.1268 -1.0245 -1.5924 0.919 -1.507 -2.221
C 1.6810 1.1390 0.7198 -4.426 -0.603 0.794
O -1.1092 0.6352 -0.7701 2.937 0.664 -1.415
Si 0.4961 0.4681 -0.6964 -1.222 -1.289 1.714
Br -3.1224 -1.6043 2.6257 0.172 0.087 -0.113
H -2.6463 -0.4066 -0.0264 -1.348 -1.541 -0.587
H -2.5633 1.2216 0.6214 0.138 -0.009 -0.060
H -1.3809 -0.0990 1.1798 -1.617 0.793 -1.223
H 1.7760 -0.7773 -2.4875 -0.447 0.192 0.942
H 1.8357 -1.5907 -0.9478 -0.368 0.616 0.057
H 0.4893 -1.8636 -2.0784 0.183 1.870 1.226
H 2.6427 0.9924 0.3699 2.118 0.522 -0.441
H 1.2687 2.0843 1.1437 1.062 -0.150 -0.890
H 1.5200 0.4872 1.6337 0.035 -0.012 -1.220
```
Forces are in eV/Å.

Its total energy is -3058.359606 hartree. The charge is 0. The calculation puts the frontier orbital gap (spin up / spin down) at 0.131 / 0.131 Ha. The HOMO energy (spin up / spin down) is -6.6 / -6.6 eV. The energy above the lowest of the compared OMol25 structures with the same formula, charge and spin comes out at 437.2 kJ/mol.



Record 7
Computed, not measured: an isolated ion of composition C3H9ClN3 and charge +1 in a non-equilibrium geometry, with wB97M-V/def2-TZVPD.

Geometry as XYZ:
```
16
Properties=species:S:1:pos:R:3:forces:R:3
C -0.1311 0.5346 -0.5396 -3.388 0.849 -2.627
C -1.4416 1.0988 -0.1350 -1.946 -0.015 0.035
C -0.1519 -0.9279 1.4054 0.488 -0.554 1.552
N 0.3020 0.7016 -1.7733 2.105 -3.074 3.469
N 0.4386 -0.3616 0.1818 0.723 -0.950 2.501
N 1.5334 -1.0050 -0.3762 0.995 -0.224 0.482
Cl 3.1276 -0.2475 -0.0280 -0.618 0.354 -0.025
H -2.3896 0.4353 -0.2002 2.063 0.169 0.185
H -1.3620 1.4292 0.8861 -0.269 0.477 0.313
H -1.7968 1.8952 -0.7870 0.676 0.378 0.080
H -1.0708 -0.4530 1.7025 -0.365 0.225 -0.526
H -0.3778 -2.0038 1.2743 0.262 0.541 -0.164
H 0.4540 -0.7982 2.3466 0.122 -0.122 -1.335
H 0.0843 1.3980 -2.3734 -0.902 2.494 -2.090
H 1.6621 -1.7866 0.2375 -0.080 -1.078 -0.205
H 1.1195 0.0909 -1.8215 0.133 0.532 -1.644
```
Forces are in eV/Å.

Its total energy is -743.846196 hartree. The charge is +1. The calculation puts the frontier orbital gap at 0.384 Ha. Its structure (SMILES) is C/C(N)=[N+](\C)NCl. The HOMO energy is -14.7 eV. The energy above the lowest of the compared OMol25 structures with the same formula, charge and spin comes out at 234.9 kJ/mol.



Record 8
Computed, not measured: an isolated ion of composition C3H9ClN3 and charge +1 in a non-equilibrium geometry, with wB97M-V/def2-TZVPD.

Geometry as XYZ:
```
16
Properties=species:S:1:pos:R:3:forces:R:3
C -0.2434 0.9155 0.1410 -0.632 0.922 -1.206
C -1.6862 0.9057 0.3442 -2.345 -0.977 -0.322
C -0.2681 -1.6088 0.3976 2.103 1.664 -0.483
N 0.3109 2.0226 -0.0904 2.901 -0.213 0.059
N 0.3194 -0.3353 -0.0943 1.012 -1.520 -0.367
N 1.4833 -0.3746 -0.7817 -0.518 4.125 1.388
Cl 3.1951 -0.0257 0.2470 -1.339 -0.807 -0.916
H -2.2773 0.1562 -0.2676 0.978 0.604 0.685
H -1.9632 0.7751 1.3763 -0.090 -0.221 0.529
H -2.0845 1.8612 0.0471 0.119 0.437 -0.005
H 0.4623 -2.3602 0.2721 0.464 -1.102 -0.503
H -0.4153 -1.5150 1.4096 -0.223 0.279 2.564
H -1.1992 -1.7499 -0.0117 -1.873 -0.700 -1.484
H 1.3674 1.8916 -0.2119 -1.556 0.784 0.281
H 1.4636 -1.0929 -1.4459 0.958 -2.226 -0.830
H 1.5352 0.5345 -1.3315 0.040 -1.049 0.611
```
Forces are in eV/Å.

Its total energy is -743.772965 hartree. The charge is +1. The calculation puts the frontier orbital gap (spin up / spin down) at 0.290 / 0.290 Ha. Its structure (SMILES) is [H]/N=C(/C)N(C)[NH2+]Cl. The HOMO energy (spin up / spin down) is -14.9 / -14.9 eV. The energy above the lowest of the compared OMol25 structures with the same formula, charge and spin comes out at 427.2 kJ/mol.



Record 9
Computed, not measured: a 2-piece molecular cluster, C3H9ClNP overall in a non-equilibrium geometry, with wB97M-V/def2-TZVPD.

Geometry as XYZ:
```
15
Properties=species:S:1:pos:R:3:forces:R:3
C 1.7705 -0.7968 0.3644 -0.769 0.536 -0.682
C 0.6443 1.4550 -0.5186 -0.865 -1.532 -0.147
C 0.7348 -0.1629 -0.5657 -1.681 1.022 -0.437
N -0.9353 -1.2189 1.1356 2.030 0.486 -0.824
P -1.0832 -0.6742 -0.3117 2.030 0.355 0.020
Cl -4.4875 0.3723 0.3871 -3.025 -0.034 2.346
H 2.6434 -0.0984 0.3654 -0.556 -0.836 0.612
H 1.1967 -0.9748 1.2804 1.009 0.299 0.421
H 2.0504 -1.7788 -0.0288 0.178 0.192 0.068
H 0.7727 1.7721 -1.5438 0.221 0.449 -0.128
H 1.4957 1.7371 0.0936 -0.322 0.635 0.150
H -0.3689 1.8853 -0.1947 1.590 -0.625 0.029
H 0.9096 -0.4432 -1.5867 0.389 0.042 -0.700
H -3.5518 0.3907 -0.3479 2.922 0.042 -2.336
H -1.7914 -1.4646 1.4712 -3.151 -1.030 1.608
```
Forces are in eV/Å.

Its total energy is -975.946269 hartree. The charge is 0. The calculation puts the frontier orbital gap at 0.336 Ha. Its structure (SMILES) is [H]/N=P/C(C)C.Cl. The HOMO energy is -9.3 eV. The energy above the lowest of the compared OMol25 structures with the same formula, charge and spin comes out at 274.4 kJ/mol.



Record 10
Computed, not measured: a 2-piece molecular cluster, C3H9ClSSi overall, with wB97M-V/def2-TZVPD.

Geometry as XYZ:
```
15
Properties=species:S:1:pos:R:3:forces:R:3
C -0.1971 1.2385 0.6037 -0.338 -0.250 -0.214
C 3.5446 -0.2804 0.5131 -0.028 0.002 -0.068
C -1.3161 -1.1290 -1.2034 0.058 0.227 0.333
Si -1.5841 0.6566 -0.5528 -0.200 -0.088 0.057
S -3.4645 0.7774 0.5339 0.624 0.064 0.159
Cl -1.0050 -2.2329 0.1914 0.015 -0.015 -0.022
H 0.3739 0.3894 0.9692 0.044 -0.171 0.061
H 0.4926 1.9160 0.1086 0.006 0.072 -0.149
H -0.6174 1.7588 1.4601 -0.095 0.067 0.081
H 2.7777 -1.0143 0.6248 -0.301 -0.273 0.065
H 4.5312 -0.4848 0.8630 0.377 -0.064 0.159
H 3.3459 0.6222 -0.0222 -0.070 0.328 -0.160
H -0.4492 -1.2001 -1.8557 0.034 0.060 -0.028
H -2.1800 -1.5273 -1.7313 -0.026 0.129 0.023
H -4.2525 0.5099 -0.5024 -0.101 -0.087 -0.297
```
Forces are in eV/Å.

Its total energy is -1267.477948 hartree. The charge is 0. The calculation puts the frontier orbital gap (spin up / spin down) at 0.278 / 0.296 Ha. The HOMO energy (spin up / spin down) is -7.5 / -9.0 eV. The energy above the lowest of the compared OMol25 structures with the same formula, charge and spin comes out at 310.6 kJ/mol.